[1]
Formula: C31H20Cl2N7O4V
Source: the Open Molecules 2025 dataset
Level of theory: the ωB97M-V functional and the def2-TZVPD basis

The energy above the lowest of the compared OMol25 structures with the same formula, charge and spin is 10.7 kcal per mole. Its HOMO energy (spin up / spin down) is -7.2242 / -7.5510 eV. The HOMO-LUMO gap (spin up / spin down) is 6.5 / 6.5 eV. For the lowest unoccupied orbital energy (spin up / spin down), the calculation gives -0.7 / -1.1 eV.

Geometry as ORCA input:
```
! wB97M-V def2-TZVPD RIJCOSX def2/J DEFGRID3
* xyz 0 3
H 2.926 3.522 -4.963
C -1.605 2.844 4.158
H 3.081 -0.683 -5.821
C -0.329 -3.095 -0.714
C -0.767 2.831 3.048
C -0.306 -2.885 1.577
C -4.870 0.412 1.559
H -4.393 2.404 0.908
H -5.022 -1.695 2.018
C -0.528 -1.950 2.731
O -0.716 -2.363 3.868
Cl -2.054 4.369 4.838
C 0.470 0.696 -2.258
H 2.295 -2.108 -0.511
H 5.165 0.884 -1.573
H -0.363 -2.604 -1.674
C 4.251 0.584 -1.079
O 0.243 -0.509 -1.851
C 1.385 0.946 -3.379
O 1.578 -1.403 -3.875
N 0.322 1.344 1.355
H -0.303 -4.650 2.754
C 1.452 1.993 1.035
H -2.786 -2.202 1.131
C -0.331 -4.474 -0.624
C -0.286 -5.073 0.627
H 3.744 1.643 -6.356
C 1.779 2.252 -3.682
C 2.306 1.074 0.205
V -0.265 -0.291 0.363
N -0.551 -0.691 2.266
H 3.757 2.544 -0.299
C -1.746 0.430 4.147
C -0.457 1.614 2.463
C -2.094 1.658 4.699
H -0.266 -6.150 0.727
C -2.838 1.000 0.451
C -0.941 0.409 3.021
O 1.839 3.089 1.414
N -2.370 -0.268 0.548
C -1.985 1.845 -0.346
H -2.108 -0.490 4.580
N -0.121 1.735 -1.688
C 3.826 -0.739 -1.125
H -0.377 3.751 2.639
C -3.168 -1.190 1.089
H -0.372 -5.064 -1.529
N -0.290 -2.298 0.364
N 1.879 -0.200 0.150
C -4.076 1.372 0.973
C 3.484 1.501 -0.387
C -0.290 -4.258 1.746
C 1.880 -0.119 -4.150
C 2.724 0.148 -5.226
C 3.091 1.447 -5.515
N -0.885 1.272 -0.686
C 2.645 -1.083 -0.498
H 1.397 3.049 -3.059
Cl -3.157 1.679 6.062
H -5.832 0.669 1.982
C 2.630 2.507 -4.737
H 4.394 -1.491 -1.655
H -2.295 2.798 -0.757
C -4.419 -0.905 1.594
H 1.020 -1.386 -3.071
*
```

=====

[2]
Formula: C31H20ClCsN5O13P
Source: the Open Molecules 2025 dataset
Level of theory: the ωB97M-V functional and the def2-TZVPD basis

The energy above the lowest of the compared OMol25 structures with the same formula, charge and spin is 103.4 kcal per mole. Its HOMO energy (spin up / spin down) is 0.8445 / 0.8473 eV. The HOMO-LUMO gap (spin up / spin down) is 1.6 / 1.6 eV. For the lowest unoccupied orbital energy (spin up / spin down), the calculation gives 2.4 / 2.4 eV.

Geometry as ORCA input:
```
! wB97M-V def2-TZVPD RIJCOSX def2/J DEFGRID3
* xyz -2 1
O 11.875 13.432 11.985
O 14.099 17.862 14.500
Cl 20.847 13.232 8.711
C 14.113 20.792 11.618
O 13.514 22.704 10.627
N 13.262 21.977 11.554
C 19.795 16.113 9.618
H 17.888 17.699 12.545
C 8.710 10.698 9.701
H 7.019 8.856 12.040
H 9.148 13.960 10.914
C 18.302 15.914 11.459
P 10.002 11.908 9.425
H 10.435 14.417 9.690
H 20.352 15.577 8.831
H 15.358 21.556 10.060
O 17.264 20.248 9.034
C 7.276 9.263 11.049
C 14.995 18.220 10.991
H 18.108 9.364 10.156
H 6.432 8.965 7.748
C 9.798 13.226 5.598
O 16.596 18.204 8.694
H 5.716 8.233 9.958
C 10.000 13.583 10.289
C 10.265 12.091 7.658
O 20.325 10.476 8.307
C 18.972 15.271 10.404
C 16.451 10.986 10.725
C 14.439 18.541 12.307
O 15.341 11.341 11.084
Cs 14.671 14.396 10.667
C 15.534 19.401 10.341
O 11.438 11.780 10.304
N 16.502 19.246 9.294
C 9.586 13.133 6.956
C 8.396 10.170 10.943
C 10.634 12.322 4.913
C 19.346 12.938 9.429
H 13.310 19.876 13.460
H 10.742 12.441 3.852
C 19.401 10.351 9.155
H 8.876 10.436 11.885
N 14.357 17.568 13.322
C 6.544 8.849 9.922
O 19.025 9.170 9.613
C 7.874 10.415 8.594
H 8.939 13.822 7.485
H 7.895 11.011 7.671
H 17.688 15.300 12.105
C 18.404 17.271 11.692
N 18.640 13.902 10.070
C 13.858 19.773 12.538
O 16.796 9.791 10.594
C 17.513 12.036 10.325
O 12.332 22.085 12.358
H 9.171 13.968 5.037
H 11.423 10.220 7.524
C 18.720 11.687 9.597
H 20.251 18.151 8.979
C 11.070 11.136 6.990
C 11.258 11.265 5.624
C 15.071 20.659 10.617
O 14.464 16.388 12.905
H 11.929 10.598 5.119
C 19.060 18.133 10.810
H 19.088 19.222 10.934
C 11.159 13.002 11.111
C 19.698 17.506 9.705
N 17.435 13.340 10.557
O 14.813 17.199 10.251
C 6.872 9.388 8.669
*
```

=====

[3]
Formula: C31H21BN8O2SSeYb
Source: the Open Molecules 2025 dataset
Level of theory: the ωB97M-V functional and the def2-TZVPD basis

Its HOMO energy (spin up / spin down) is -10.3040 / -10.3029 eV. The HOMO-LUMO gap (spin up / spin down) is 6.6 / 6.6 eV. For the lowest unoccupied orbital energy (spin up / spin down), the calculation gives -3.7 / -3.7 eV.

Geometry as ORCA input:
```
! wB97M-V def2-TZVPD RIJCOSX def2/J DEFGRID3
* xyz 1 2
N 0.684 -1.911 -1.724
C -1.254 3.127 5.360
C 5.302 1.728 -1.316
N 2.159 4.161 -4.006
H -5.406 -0.301 -2.026
C -0.233 1.826 3.683
N 4.555 3.745 -3.330
H -0.322 -3.353 4.572
N 3.203 0.116 -0.425
C -3.662 -2.874 0.250
C -0.411 -2.877 2.595
C 2.947 1.170 -1.228
H -3.169 -3.596 0.879
H -1.853 -2.713 4.017
H 6.529 0.455 -0.099
H 4.617 -0.991 0.559
H 6.096 2.368 -1.669
H -2.978 -0.603 -2.169
C 0.237 0.944 4.662
O 0.209 1.391 2.466
O 0.970 -0.025 4.058
H -6.729 -1.629 -0.419
C -2.907 -2.126 -0.654
C -0.097 2.694 -2.825
H -1.011 2.443 7.369
C -1.189 -2.466 -3.121
C -1.441 -2.205 -0.645
C -0.989 2.933 4.013
H 2.513 -1.757 -2.647
C 1.244 2.478 -2.490
C -0.675 1.033 -1.216
N -0.712 -2.309 0.435
C 1.557 1.471 -1.550
H -1.344 3.615 3.257
Se 3.727 4.801 -4.454
N -0.912 -3.016 3.829
C 2.314 3.228 -3.086
C -4.921 -1.026 -1.389
C 4.462 -0.122 -0.072
H -1.424 0.477 -0.659
H -2.113 2.071 -2.431
H 0.315 0.443 6.750
C -0.795 2.246 6.331
H -2.239 -2.692 -3.208
S 1.208 -3.401 2.315
C -5.030 -2.695 0.332
C 3.991 1.974 -1.739
H -0.775 -2.732 -5.203
C 0.981 -2.205 -4.083
C 5.537 0.671 -0.462
C -3.554 -1.201 -1.476
C -0.372 -2.485 -4.234
H -5.603 -3.269 1.045
H -0.341 3.442 -3.565
Yb 1.198 -1.043 0.728
C 3.672 2.993 -2.700
C 1.455 -1.940 -2.810
C -0.640 -2.163 -1.870
N -1.245 -2.422 1.665
N 0.591 0.780 -0.913
C -0.044 1.129 6.001
C -5.662 -1.771 -0.485
B 1.022 0.238 2.687
H -1.826 3.990 5.661
H 1.648 -2.209 -4.930
C -1.067 1.947 -2.190
*
```

=====

[4]
Formula: C31H21BaCl2IN4O3SSe
Source: the Open Molecules 2025 dataset
Level of theory: the ωB97M-V functional and the def2-TZVPD basis

The energy above the lowest of the compared OMol25 structures with the same formula, charge and spin is 1.1 kcal per mole. Its HOMO energy is -6.9594 eV. The HOMO-LUMO gap is 5.9 eV. For the lowest unoccupied orbital energy, the calculation gives -1.1 eV.

Geometry as ORCA input:
```
! wB97M-V def2-TZVPD RIJCOSX def2/J DEFGRID3
* xyz 0 1
H -6.548 0.016 -1.759
C 3.284 3.403 -0.104
C -0.525 -3.307 0.511
N -0.837 -0.027 -2.669
Cl -0.843 -5.915 -0.211
Ba -0.099 -0.426 0.235
N -4.211 -0.146 -6.116
H 3.450 0.317 5.402
C 4.368 3.303 2.036
H 3.328 3.434 -1.186
S 0.581 3.296 -0.440
C 5.285 0.338 4.244
C -3.757 0.042 0.136
C 3.885 0.240 4.415
C 4.446 3.383 0.655
C 3.134 3.235 2.673
C -4.864 -0.050 -3.880
C -5.506 0.021 -1.468
H 0.579 5.669 -0.306
C -0.103 4.885 0.022
H -3.415 0.044 1.166
O -1.201 -2.606 1.309
H 5.214 -0.409 -1.505
H 6.666 -0.096 0.467
H 6.906 0.261 2.867
H -1.064 4.978 -0.481
C -4.525 -0.005 -2.460
C 2.732 -0.243 0.869
H -5.845 0.057 0.652
H 2.783 -0.473 -1.262
H -0.231 4.907 1.103
O -0.046 -2.927 -0.580
C 0.136 -0.090 -3.563
H 0.755 -0.216 -5.619
C 3.101 0.032 3.319
H -1.619 -0.225 -6.442
C -2.108 -0.040 -3.100
C 3.599 -0.080 1.992
C 5.587 -0.132 0.570
I 1.023 -0.162 3.632
C 4.780 -0.302 -0.516
C -2.418 -0.108 -4.461
C 5.831 0.206 3.001
C -5.120 0.045 -0.149
H 3.083 3.134 3.749
C 5.016 -0.006 1.861
C -0.245 -4.742 0.981
O -0.321 2.285 0.226
N -6.089 -0.044 -4.334
C -0.081 -0.162 -4.937
C -3.820 -0.107 -4.871
Se -5.986 -0.128 -6.105
H 1.003 3.157 2.404
C 2.060 3.361 0.543
H -0.757 -4.932 1.915
N -2.813 0.027 -0.792
H 5.915 0.499 5.110
H 5.275 3.255 2.625
H 5.410 3.395 0.164
C 3.374 -0.344 -0.347
H 1.149 -0.088 -3.173
C -3.182 0.002 -2.080
C 1.970 3.260 1.926
Cl 1.494 -4.943 1.267
C -1.379 -0.169 -5.388
*
```